[1]
This record from OMol25 describes 2 unconnected molecules or ions with the total composition C9H13N2OS in a non-equilibrium geometry. The level of theory is ωB97M-V with the def2-TZVPD basis set.

Last column: Löwdin charge in e.
Atoms and positions in Å:
C1 -3.040665 -0.846499 0.572999  -0.3255
C2 -3.640536 1.102836 -0.770200  -0.3848
C3 -1.989415 -0.247866 0.040908  -0.1974
C4 -0.335367 -1.713358 -0.415216  -0.4244
C5 0.213192 -1.259317 -1.758847  -0.0291
C6 1.340033 -0.235327 -1.351266  -0.1341
C7 0.222371 -0.692246 0.548854  -0.2361
C8 0.065815 -0.733107 1.977863  0.0019
C9 1.766000 1.107373 0.792246  -0.0199
N1 -2.331639 0.892396 -0.684675  0.0108
N2 1.128724 0.098836 -0.009300  -0.1192
O1 -0.925800 -2.735977 -0.169849  0.0927
S1 -4.517946 0.012924 0.152987  1.1330
H1 -2.961907 -1.692499 1.254081  0.1004
H2 -3.848617 2.110086 -0.979872  0.0952
H3 0.629258 -2.137377 -2.282460  0.1418
H4 -0.589281 -0.799967 -2.346318  0.1201
H5 2.367623 -0.537633 -1.350420  0.1229
H6 1.367181 0.576135 -2.207356  0.1656
H7 -0.471379 -1.563557 2.332715  0.0780
H8 -0.434067 0.339666 2.304350  0.1639
H9 1.117674 -0.589354 2.449151  0.1307
H10 2.104289 1.858995 0.038346  0.1134
H11 1.067597 1.610474 1.462708  0.0926
H12 2.695464 0.833848 1.372145  0.1284
H13 -1.660698 1.473579 -1.205867  0.1789

Forces on atoms 1 to 6 (eV/Å):
C -1.29 0.14 0.49
C 0.84 0.15 1.38
C 2.40 1.51 -0.98
C 0.42 0.03 -0.16
C 1.15 -0.21 0.31
C 0.40 0.90 -4.51

Values from the calculation:
frontier orbital gap = 8.5 eV
charge = +1
HOMO level = -12.192 eV

---

[2]
This record from OMol25 describes 2 unconnected molecules or ions with the total composition C9H13N2OS in a non-equilibrium geometry. The level of theory is ωB97M-V with the def2-TZVPD basis set.

Last column: Löwdin charge in e.
Atoms and positions in Å:
C1 0.530010 -1.008654 -3.850384  -0.0356
C2 -0.317107 -2.062171 -3.438773  0.0221
C3 1.271006 -0.309944 -2.979019  0.0328
C4 -0.631222 -2.266872 -2.090801  -0.0460
C5 1.088145 -0.533714 -1.602361  -0.2861
C6 0.064442 -1.518275 -1.148563  -0.4714
C7 1.503987 -0.352939 0.596113  -0.4691
C8 1.008941 0.870767 1.370637  -0.1542
C9 -0.278598 1.428547 0.802359  -0.2653
N1 1.812346 -0.027955 -0.682991  0.1468
N2 -1.988345 1.494477 4.165556  0.0213
O1 -1.445026 0.931039 1.455469  -0.1093
S1 0.172189 -1.717370 0.464915  1.2254
H1 0.806934 -1.159877 -4.878982  0.1273
H2 -1.049160 -2.394205 -4.161867  0.1321
H3 1.860183 0.576352 -3.244629  0.1486
H4 -1.331332 -3.004570 -1.657447  0.1357
H5 1.698817 1.688495 1.380608  0.1162
H6 1.017310 0.480569 2.412001  0.1375
H7 2.369086 -0.788197 1.085674  0.1488
H8 -0.481147 1.015746 -0.313108  0.1471
H9 -0.120869 2.535111 0.641250  0.1362
H10 -2.641585 2.152830 3.751031  0.0505
H11 -2.328920 0.974683 4.923102  0.0070
H12 -1.062610 1.805688 4.593901  0.0809
H13 -1.527476 1.190438 2.406307  0.0208

Forces on atoms 1 to 6 (eV/Å):
C 1.69 -1.62 -0.71
C -2.80 0.68 2.62
C 0.03 1.85 -1.00
C -0.38 -0.83 -0.70
C -0.58 -0.61 0.99
C 1.77 0.34 -0.48

Values from the calculation:
frontier orbital gap (spin up / spin down) = 6.8 / 6.8 eV
charge = +1
HOMO level (spin up / spin down) = -13.070 / -13.070 eV

---

[3]
This record from OMol25 describes 2 unconnected molecules or ions with the total composition C9H13N3 in a non-equilibrium geometry. The level of theory is ωB97M-V with the def2-TZVPD basis set.

Last column: Löwdin charge in e.
Atoms and positions in Å:
C1 -1.597384 -1.826046 0.397398  -0.0688
C2 -1.357411 -1.248648 1.665023  -0.0319
C3 -0.780977 -1.312096 -0.545933  -0.3203
C4 -0.323249 -0.398983 1.445119  -0.3131
C5 2.110319 1.151565 -0.250687  -0.0984
C6 0.775339 0.494634 -0.583437  -0.2857
C7 -0.688338 -1.646881 -1.994338  -0.0261
C8 0.628724 0.245981 2.430638  -0.0044
C9 -0.715063 2.105697 -0.812171  0.1200
N1 2.183742 1.271241 -1.764536  0.0598
N2 1.119206 0.577711 -1.943444  0.0348
N3 0.004200 -0.413696 0.126525  -0.0148
H1 -2.233934 -2.723850 0.211113  0.1204
H2 -1.821875 -1.442880 2.592534  0.0945
H3 1.982657 2.079219 0.229100  0.0852
H4 2.954960 0.683757 0.113533  0.0848
H5 -0.812546 -0.625421 -2.375126  0.0727
H6 0.268607 -2.271587 -2.174301  0.1191
H7 -1.463529 -2.371210 -2.104136  0.0640
H8 1.511252 -0.195883 2.126044  0.0488
H9 0.461601 1.364493 2.297934  0.1064
H10 0.301581 -0.167463 3.401783  0.0915
H11 -0.480873 2.944387 -0.188107  0.0179
H12 -1.521330 1.482723 -0.456492  0.0333
H13 -0.505679 2.243237 -1.844035  0.0103

Forces on atoms 1 to 6 (eV/Å):
C -2.07 -2.50 -0.29
C 0.74 0.28 -1.12
C -0.34 -1.02 0.88
C 0.60 0.69 1.68
C -1.79 0.91 -2.14
C -1.54 3.46 1.80

Values from the calculation:
frontier orbital gap (spin up / spin down) = 7.9 / 7.9 eV
HOMO level (spin up / spin down) = -8.004 / -8.003 eV

---

[4]
This record from OMol25 describes C9H13N3 in the gas phase in a non-equilibrium geometry. The level of theory is ωB97M-V with the def2-TZVPD basis set.

Last column: Löwdin charge in e.
Atoms and positions in Å:
C1 -0.455002 -1.746024 -2.461332  0.1552
C2 -0.477181 -0.841950 -1.674034  -0.1143
C3 -0.696664 0.122203 -0.666154  -0.1138
C4 -1.741281 0.914891 -0.368344  -0.3065
C5 -2.837891 1.184234 -1.298518  -0.0326
N1 -1.469530 1.672755 0.762028  0.1521
C6 -0.354245 1.254611 1.218141  -0.5190
N2 0.006280 1.777198 2.393250  0.1320
N3 0.183231 0.199823 0.630180  0.0578
C7 1.400616 -0.449081 0.863621  -0.3751
C8 2.335306 -0.289031 -0.445726  -0.0393
C9 1.121202 -1.939818 1.027911  -0.0749
H1 -0.304553 -2.374617 -3.194508  -0.0182
H2 -3.435699 1.985463 -0.809611  0.0907
H3 -2.409900 1.336432 -2.247785  0.0632
H4 -3.548415 0.273685 -1.375105  0.1154
H5 -0.717077 2.382948 2.704426  0.0799
H6 0.818544 2.428778 2.480572  0.1213
H7 1.919986 0.029361 1.693141  0.1345
H8 1.602269 -0.576396 -1.330322  0.0741
H9 3.266906 -0.872679 -0.491645  0.0667
H10 2.610551 0.804076 -0.633786  0.0872
H11 0.800381 -2.521519 0.108070  0.0820
H12 0.320763 -2.256262 1.751796  0.0882
H13 2.061401 -2.499080 1.363733  0.0935

Forces on atoms 1 to 6 (eV/Å):
C -0.33 2.75 2.59
C -0.86 0.15 0.73
C 2.24 -1.54 2.95
C 1.23 0.99 0.12
C -2.67 -1.35 1.95
N -2.97 0.03 -2.33

Values from the calculation:
SMILES string = C#Cc1c(C)nc(N)n1C(C)C
frontier orbital gap = 8.8 eV
HOMO level = -7.966 eV

---

[5]
This record from OMol25 describes C9H13N3O2Se in the gas phase in a non-equilibrium geometry. The level of theory is ωB97M-V with the def2-TZVPD basis set.

Last column: Löwdin charge in e.
Atoms and positions in Å:
C1 -0.403180 -1.578151 -2.659364  -0.0084
C2 -0.800309 -1.234112 -1.400066  -0.0740
C3 0.176291 -2.859894 -2.830418  -0.3925
C4 0.049452 -3.385353 -0.574170  -0.4881
C5 0.894159 1.056882 2.130231  -0.3196
C6 1.967230 0.291278 1.509651  0.0307
C7 -0.342588 1.246831 1.217333  -0.4965
C8 -0.991181 -1.788581 0.913052  -0.4498
C9 -1.068623 2.573313 1.465482  -0.3341
N1 0.371035 -3.683887 -1.820541  0.1765
N2 -0.626034 -2.066873 -0.357059  -0.0530
N3 0.578600 -3.283853 -4.048044  0.1538
O1 0.241471 -4.066112 0.401248  0.0660
O2 -2.020223 2.863410 0.476911  -0.0785
Se1 -1.721773 -0.229556 1.545628  1.0643
H1 -0.555998 -0.913899 -3.492674  0.1025
H2 -1.301079 -0.293688 -1.196929  0.1031
H3 0.592726 0.626143 3.086613  0.1032
H4 1.246604 2.080528 2.313878  0.1119
H5 2.297362 0.558997 0.522040  0.0526
H6 2.337955 -0.617965 1.938970  0.0485
H7 -0.050258 1.195573 0.162151  0.0940
H8 -0.942256 -2.629583 1.590242  0.0642
H9 -0.347867 3.396300 1.421738  0.1264
H10 -1.527842 2.562549 2.467430  0.1223
H11 0.298800 -2.788760 -4.874759  0.1019
H12 0.880634 -4.239733 -4.123661  0.1089
H13 -2.774495 2.268860 0.577071  0.0636

Forces on atoms 1 to 6 (eV/Å):
C -0.22 0.25 0.30
C 0.02 0.16 -0.79
C 0.07 -0.18 0.48
C -0.47 0.74 0.78
C -0.74 0.45 0.03
C 0.13 -0.49 -0.26

Values from the calculation:
frontier orbital gap (spin up / spin down) = 7.1 / 7.5 eV
HOMO level (spin up / spin down) = -7.005 / -8.244 eV

---

Number 1: calculated total energy -933.31688 Eh. Number 2: calculated total energy -933.34747 Eh. Number 3: calculated total energy -514.78869 Eh. Number 4: calculated total energy -514.89375 Eh. Number 5: calculated total energy -3066.81833 Eh.